[1]
{"formula": "INO", "method": "ωB97M-V/def2-TZVPD", "symbols": ["O", "I", "N"], "positions_angstrom": [[0.405422, 1.643899, 1.119419], [0.099623, -0.954246, 0.048566], [1.082487, 0.897879, 0.419546]], "atomic_forces_ev_per_a": [[3.1, -3.0, -3.0], [-0.2, -0.6, -0.2], [-2.9, 3.6, 3.2]], "mol_weight_g_mol": 156.9, "homo_energy_ev": -10.00, "e_tot_ha": -427.595823, "homo_lumo_gap_ev": 8.6, "e_above_lowest_kcal_mol": 0.0, "smiles": "O=NI"}

[2]
{"formula": "C36H29OP2PtS", "method": "ωB97M-V/def2-TZVPD", "symbols": ["Pt", "O", "S", "C", "C", "C", "C", "C", "C", "P", "C", "C", "C", "C", "C", "C", "C", "C", "C", "C", "C", "C", "C", "C", "C", "C", "C", "C", "P", "C", "C", "C", "C", "C", "C", "C", "C", "C", "C", "C", "C", "H", "H", "H", "H", "H", "H", "H", "H", "H", "H", "H", "H", "H", "H", "H", "H", "H", "H", "H", "H", "H", "H", "H", "H", "H", "H", "H", "H", "H"], "positions_angstrom": [[-1.688700, -0.170211, 0.881399], [-2.348830, -2.270907, -1.769835], [-1.278545, -1.699721, -0.879667], [-0.231396, -3.120680, -0.492734], [-0.282290, -4.324715, -1.202208], [0.489860, -5.407583, -0.785486], [1.286067, -5.295808, 0.353840], [1.304651, -4.105925, 1.086526], [0.539341, -3.014353, 0.671454], [0.372749, -1.426109, 1.476248], [1.919961, -0.541100, 1.055469], [2.807146, -0.963418, 0.053798], [3.942722, -0.214018, -0.269789], [4.210619, 0.975694, 0.399856], [3.342424, 1.418452, 1.391849], [2.205962, 0.670200, 1.711952], [0.557736, -1.739899, 3.254890], [-0.595843, -1.677781, 4.054743], [-0.520479, -1.826271, 5.442285], [0.710733, -2.045039, 6.053251], [1.864113, -2.119126, 5.277250], [1.788235, -1.965930, 3.889578], [-0.187997, -0.815786, -2.036621], [0.459977, -1.502518, -3.078226], [1.295748, -0.830832, -3.966616], [1.481226, 0.537249, -3.832415], [0.808860, 1.239847, -2.828973], [-0.064209, 0.593816, -1.931994], [-0.959100, 1.529777, -0.628569], [-0.613473, 3.285535, -0.982303], [-1.254176, 4.018521, -1.993847], [-0.941670, 5.362719, -2.216944], [0.016303, 5.996932, -1.431959], [0.663465, 5.287911, -0.423649], [0.350568, 3.943741, -0.201140], [-2.728730, 1.407737, -1.055833], [-3.662568, 1.743019, -0.058183], [-5.036804, 1.660167, -0.297132], [-5.502106, 1.239928, -1.538385], [-4.594188, 0.907782, -2.540547], [-3.218858, 0.994392, -2.302130], [-0.936077, -4.425484, -2.065553], [0.454845, -6.344006, -1.336535], [1.878602, -6.144780, 0.686582], [1.914780, -4.055163, 1.983311], [2.630645, -1.873727, -0.512777], [4.610100, -0.558651, -1.055468], [5.090148, 1.559534, 0.142503], [3.541754, 2.350886, 1.913278], [1.536140, 1.050698, 2.481574], [-1.570465, -1.492150, 3.605631], [-1.423470, -1.760418, 6.043762], [0.771493, -2.151916, 7.132982], [2.828254, -2.284056, 5.751420], [2.710908, -2.009415, 3.314948], [0.309159, -2.567784, -3.220241], [1.796752, -1.375943, -4.762076], [2.140033, 1.068615, -4.514693], [0.988812, 2.310232, -2.771183], [-2.002994, 3.556091, -2.631374], [-1.451145, 5.911195, -3.005381], [0.256836, 7.042443, -1.605100], [1.411502, 5.779312, 0.192383], [0.872211, 3.412297, 0.592346], [-3.326362, 2.070728, 0.923595], [-5.740222, 1.917851, 0.490093], [-6.569927, 1.163776, -1.724287], [-4.952758, 0.567362, -3.508243], [-2.544299, 0.719667, -3.109095], [-1.933758, 0.827114, 2.258398]], "atomic_forces_ev_per_a": [[1.5, 0.8, 0.8], [0.9, 1.3, 1.9], [-0.8, -2.5, -4.6], [0.2, -0.6, 1.1], [-0.5, 0.5, -0.4], [0.1, 0.3, 0.2], [-0.1, 0.3, -0.1], [0.2, 0.0, 0.3], [-1.3, 0.0, -1.2], [2.4, 0.7, 2.4], [-0.3, 0.7, -0.4], [0.0, -0.1, -0.4], [-0.3, -0.1, 0.2], [0.0, -0.1, -0.1], [-0.5, -0.2, 0.2], [0.0, 0.4, 0.1], [-1.2, 0.5, 0.6], [0.0, 0.0, 0.3], [-0.1, 0.0, -0.4], [0.0, 0.0, -0.1], [-0.2, 0.0, -0.4], [0.5, 0.1, -0.1], [0.4, 0.7, -0.1], [-0.6, -0.1, 0.7], [-0.1, 0.2, 0.1], [-0.3, 0.1, 0.2], [0.1, 0.3, 0.0], [0.5, -0.6, 0.7], [-1.5, -0.2, -3.1], [1.2, 0.7, 1.7], [-0.9, -0.1, -0.4], [0.1, -0.6, 0.1], [0.1, -0.1, 0.1], [0.0, -0.4, 0.0], [0.4, 0.3, 0.2], [0.4, -0.4, 0.3], [-0.6, 0.0, 0.9], [0.1, -0.1, 0.1], [-0.1, 0.1, 0.4], [1.0, 0.0, -0.1], [-0.5, -0.7, -0.8], [0.0, 0.1, 0.2], [0.0, 0.2, 0.1], [-0.1, 0.2, 0.0], [-0.2, 0.1, -0.1], [-0.1, 0.0, 0.1], [-0.1, 0.0, 0.2], [-0.1, -0.1, 0.1], [0.0, -0.2, 0.0], [0.1, -0.1, 0.0], [0.1, 0.0, 0.0], [0.1, 0.0, -0.1], [0.0, 0.0, -0.2], [-0.2, 0.0, -0.2], [-0.1, 0.1, 0.0], [0.0, 0.1, 0.2], [-0.1, 0.0, 0.1], [-0.1, 0.0, 0.2], [-0.2, -0.1, 0.1], [0.0, 0.0, 0.1], [0.1, -0.2, 0.1], [-0.1, -0.2, 0.1], [-0.1, -0.1, -0.1], [-0.1, 0.1, -0.1], [-0.1, 0.3, -0.2], [0.2, 0.0, -0.1], [0.1, 0.0, 0.0], [0.1, 0.1, 0.1], [0.0, 0.0, 0.2], [0.7, -0.9, -1.6]], "mol_weight_g_mol": 766.7, "homo_energy_ev": -16.99, "e_tot_ha": -2663.604281, "homo_lumo_gap_ev": 4.4, "total_charge": 3}